Molecular formula: C39H35AsBrF3NO3PSSc
Method: DFT, ωB97M-V with the def2-TZVPD basis set

Output
gap between HOMO and LUMO: 0.298 hartree
electronic energy: -228499.548 eV
max |F|: 1.589 eV Å⁻¹
HOMO: -10.859 eV
charge: +1
2S+1: 1

Geometry (Å):
Sc1 -0.90767 -0.44632 1.14984
O1 0.27013 -1.45336 2.55876
S1 0.08453 -0.37515 3.57668
O2 -0.48856 -0.77780 4.80903
O3 -0.70963 0.65499 2.81420
C1 1.65305 0.40008 3.80527
C2 2.10077 0.65250 5.09050
C3 3.29106 1.34044 5.26057
C4 4.00794 1.76484 4.14993
C5 3.54590 1.50843 2.86716
C6 2.35141 0.82258 2.67468
P1 1.73674 0.47968 0.97184
C7 1.60619 2.14981 0.24472
C8 1.64842 2.29952 -1.14272
C9 1.33926 3.52031 -1.72390
C10 0.97397 4.59718 -0.92648
C11 0.91904 4.45052 0.45179
C12 1.22373 3.23090 1.03885
C13 3.22748 -0.29509 0.25799
C14 4.21606 0.37816 -0.45097
C15 5.30827 -0.32334 -0.94247
C16 5.41722 -1.68996 -0.73205
C17 4.43623 -2.36419 -0.01681
C18 3.34248 -1.67112 0.47257
H1 1.50839 0.30596 5.92755
H2 3.65276 1.54968 6.25770
H3 4.93971 2.29724 4.28824
H4 4.11667 1.84643 2.01158
H5 1.95485 1.46716 -1.76733
H6 1.39249 3.63293 -2.79959
H7 0.74348 5.55201 -1.38114
H8 0.63722 5.28849 1.07683
H9 1.17307 3.11691 2.11496
H10 4.14501 1.44580 -0.62024
H11 6.07964 0.20048 -1.49192
H12 6.26690 -2.23025 -1.12763
H13 4.52201 -3.42951 0.15203
H14 2.57240 -2.18648 1.03740
C19 -0.58647 0.45948 -3.36509
As1 -0.90924 -0.37723 -1.61345
C20 -2.47817 -1.39205 -2.19474
C21 0.47977 -1.79884 -1.61509
C22 0.53482 -2.66219 -2.83449
C23 -0.29215 -3.77504 -2.96652
C24 -0.23022 -4.56719 -4.10273
C25 0.65954 -4.25785 -5.12163
C26 1.48755 -3.15145 -4.99814
C27 1.42399 -2.35874 -3.86264
H15 -0.47669 -0.32295 -4.11281
H16 0.30248 1.08594 -3.35428
H17 -1.45288 1.07348 -3.60650
H18 -2.30402 -1.82018 -3.18084
H19 -3.33801 -0.72395 -2.24498
H20 -2.70727 -2.18365 -1.48520
H21 0.28978 -2.40530 -0.72065
H22 1.43336 -1.29136 -1.47194
H23 -0.97934 -4.02710 -2.16564
H24 -0.87665 -5.43061 -4.19188
H25 0.71226 -4.87656 -6.00742
H26 2.19037 -2.90663 -5.78410
H27 2.08157 -1.50077 -3.76391
Br1 -5.20104 -5.85982 0.93234
C28 -4.11353 -4.30819 1.02624
C29 -4.69787 -3.05422 1.07708
C30 -3.88853 -1.92789 1.13047
C31 -2.48846 -1.99882 1.14442
C32 -1.95166 -3.29985 1.11239
C33 -2.73606 -4.44254 1.04443
H28 -5.77526 -2.95475 1.07120
H29 -4.38855 -0.96388 1.14104
H30 -0.87264 -3.44764 1.14803
H31 -2.28091 -5.42370 1.01316
F1 -5.01684 5.57538 -0.24130
C34 -4.65697 5.20123 0.99656
F2 -5.76100 5.10068 1.74247
F3 -3.89292 6.17993 1.51105
C35 -3.88981 3.90299 0.95314
C36 -2.86089 3.75816 0.03453
C37 -2.17392 2.55954 0.01222
N1 -2.45020 1.54287 0.83175
C38 -3.42759 1.70475 1.72679
C39 -4.18008 2.86279 1.81824
H32 -2.60173 4.55558 -0.64760
H33 -1.36832 2.41284 -0.69916
H34 -3.61645 0.87697 2.39938
H35 -4.97175 2.94788 2.54841